1.
Computed, not measured: a cluster of 2 separate species, CH7NO in total at a distorted geometry, with wB97M-V/def2-TZVPD.

Last column: Mulliken charge in e.
CARTESIAN COORDINATES (ANGSTROEM)
C1 2.837 1.947 2.435  -0.64
N1 1.767 1.170 1.688  -0.58
H1 3.417 2.660 1.866  0.24
H2 3.562 1.202 2.794  0.28
H3 2.227 2.374 3.236  0.25
H4 1.353 1.876 1.072  0.23
H5 2.255 0.505 1.079  0.22
O1 -4.295 -2.922 -3.595  -0.64
H6 -3.823 -2.837 -4.435  0.32
H7 -4.030 -2.099 -3.158  0.32

The largest force on an atom comes out at 2.1 eV/Å. The calculation puts the energy above the lowest of the compared OMol25 structures with the same formula, charge and spin at 0.378 eV. The value obtained for the frontier orbital gap is 0.39545 Ha. The total charge is 0. For the total energy, the calculation gives -4687.5495 eV. The SMILES is CN.O.

---

2.
Computed, not measured: the molecule C2H4IN at a distorted geometry, with wB97M-V/def2-TZVPD.

Last column: Mulliken charge in e.
CARTESIAN COORDINATES (ANGSTROEM)
H1 -0.554 2.430 -0.221  0.20
N1 0.236 1.961 -0.026  -0.47
C1 -0.379 0.236 -0.096  0.11
C2 0.665 -0.863 0.015  -0.96
I1 -2.360 -0.128 -0.005  0.19
H2 0.249 -1.762 -0.551  0.32
H3 0.498 -1.413 0.992  0.31
H4 1.644 -0.461 -0.108  0.30

The largest force on an atom comes out at 10.2 eV/Å. The calculation puts the energy above the lowest of the compared OMol25 structures with the same formula, charge and spin at 4.626 eV. The value obtained for the frontier orbital gap (spin up / spin down) is 0.28784 / 0.28782 Ha. The total charge is 0. For the total energy, the calculation gives -11724.3834 eV. The SMILES is [H]/N=C(/C)I.

---

3.
Computed, not measured: a structure of composition C42H35N4S3SeTl, with wB97M-V/def2-TZVPD.

Last column: Mulliken charge in e.
CARTESIAN COORDINATES (ANGSTROEM)
Tl1 -0.455 -0.082 0.825  0.51
N1 -0.256 0.794 -1.543  -0.89
S1 -0.059 0.736 -2.970  1.29
N2 1.373 0.216 -3.646  0.15
S2 2.156 -1.090 -3.686  1.05
N3 2.195 -2.247 -2.711  -0.24
S3 1.515 -2.637 -1.240  1.45
N4 1.246 -1.615 -0.263  -0.99
C1 2.798 -3.816 -0.781  -0.32
C2 3.314 -4.764 -1.655  -0.12
C3 4.292 -5.633 -1.203  -0.78
C4 4.744 -5.550 0.111  -0.47
C5 4.218 -4.601 0.972  -0.78
C6 3.235 -3.724 0.526  -0.10
C7 0.215 -3.754 -1.759  0.67
C8 -0.126 -4.764 -0.868  -0.44
C9 -1.169 -5.617 -1.181  -0.71
C10 -1.874 -5.449 -2.366  -0.87
C11 -1.540 -4.423 -3.236  -0.89
C12 -0.489 -3.570 -2.935  0.20
C13 3.852 -0.557 -3.813  0.30
C14 4.838 -1.534 -3.767  -0.56
C15 6.163 -1.148 -3.873  -0.78
C16 6.488 0.196 -4.018  -0.55
C17 5.491 1.159 -4.050  -0.76
C18 4.157 0.786 -3.951  -0.28
C19 1.894 -1.839 -5.289  1.17
C20 1.778 -3.215 -5.392  -0.27
C21 1.597 -3.783 -6.646  -0.83
C22 1.560 -2.977 -7.774  -0.71
C23 1.702 -1.600 -7.659  -0.76
C24 1.869 -1.023 -6.412  -0.62
C25 -1.278 -0.173 -3.916  0.05
C26 -2.248 -0.836 -3.185  0.11
C27 -3.223 -1.557 -3.870  -0.09
C28 -3.219 -1.592 -5.254  -0.79
C29 -2.244 -0.907 -5.977  -0.96
C30 -1.271 -0.187 -5.307  -0.26
C31 -0.083 2.332 -3.796  0.64
C32 -0.999 3.221 -3.251  -0.52
C33 -1.125 4.489 -3.798  -0.76
C34 -0.335 4.863 -4.877  -0.54
C35 0.585 3.971 -5.409  -1.14
C36 0.714 2.699 -4.870  0.26
H1 2.945 -4.827 -2.670  0.30
H2 4.702 -6.378 -1.872  0.44
H3 5.508 -6.232 0.461  0.40
H4 4.571 -4.539 1.993  0.42
H5 2.809 -2.960 1.166  0.46
H6 0.403 -4.870 0.070  0.50
H7 -1.447 -6.399 -0.488  0.41
H8 -2.696 -6.112 -2.602  0.41
H9 -2.104 -4.271 -4.148  0.56
H10 -0.253 -2.756 -3.609  0.28
H11 4.570 -2.573 -3.625  0.40
H12 6.945 -1.895 -3.832  0.43
H13 7.525 0.493 -4.094  0.40
H14 5.748 2.205 -4.144  0.45
H15 3.365 1.521 -3.946  0.37
H16 1.793 -3.822 -4.498  0.27
H17 1.483 -4.854 -6.738  0.49
H18 1.421 -3.424 -8.750  0.40
H19 1.678 -0.974 -8.542  0.46
H20 1.984 0.046 -6.307  0.25
H21 -2.219 -0.827 -2.100  -0.15
H22 -3.979 -2.090 -3.307  0.39
H23 -3.985 -2.148 -5.780  0.45
H24 -2.254 -0.924 -7.059  0.43
H25 -0.528 0.370 -5.859  0.50
H26 -1.586 2.917 -2.393  0.46
H27 -1.836 5.187 -3.377  0.40
H28 -0.432 5.855 -5.299  0.39
H29 1.208 4.267 -6.243  0.44
H30 1.437 2.004 -5.272  0.08
Se1 -2.441 -2.246 0.272  -0.30
C37 -4.141 -2.087 -0.560  -0.08
C38 -4.797 -3.225 -1.043  -0.28
C39 -6.006 -3.123 -1.717  -0.55
C40 -6.598 -1.882 -1.926  -0.51
C41 -5.965 -0.746 -1.438  -0.42
C42 -4.756 -0.847 -0.763  -0.32
H31 -4.338 -4.194 -0.892  0.36
H32 -6.491 -4.020 -2.082  0.36
H33 -7.541 -1.804 -2.451  0.37
H34 -6.415 0.229 -1.584  0.37
H35 -4.271 0.046 -0.389  0.41

The largest force on an atom comes out at 0.5 eV/Å. The calculation puts the energy above the lowest of the compared OMol25 structures with the same formula, charge and spin at 0.184 eV. The value obtained for the frontier orbital gap is 0.21109 Ha. The total charge is 0. For the total energy, the calculation gives -152619.9898 eV.